C66H119MnN15O2 as an isolated structure at a distorted geometry. Source: the OMol25 dataset; level of theory: ωB97M-V/def2-TZVPD.

Each line ends with the Löwdin spin population.
Element x y z (Å)
H  0.762789  -1.125660  -5.916523  0.00
H  -5.467851  -4.262160  0.677207  0.00
H  4.775049  -2.006670  2.727787  0.00
H  1.765369  -0.374390  1.638117  0.00
C  -1.575301  -3.312370  -2.301363  0.00
C  -0.122371  -2.332900  4.834237  0.00
H  3.608179  -3.545000  4.317007  0.00
C  -6.247341  1.923650  2.861387  0.00
H  2.104739  0.628880  0.142347  0.00
H  2.723209  -7.197030  -5.712623  0.00
H  6.181459  -3.528920  5.943227  0.00
N  -3.388331  0.067880  4.293747  0.00
C  4.668579  -2.266890  6.614857  0.00
C  -3.331731  4.329930  -7.036143  0.00
H  6.379479  2.586700  -0.667303  0.00
H  -2.029241  -0.363990  -7.210703  0.00
C  -2.658941  3.186420  0.311607  0.01
C  2.641979  3.736320  -1.340283  0.00
N  4.310869  -2.243950  -2.370503  0.00
H  -4.324981  -2.109800  -0.357013  0.00
H  -0.403601  5.972940  -5.637283  0.00
H  2.523999  -0.279660  -4.853383  0.00
C  -3.950061  -2.250100  3.176867  0.00
H  0.091239  5.427380  -0.302353  0.00
H  0.783759  6.789650  0.690257  0.00
H  -1.130951  4.671980  2.148217  0.00
H  1.008189  -4.682350  1.310077  0.00
C  5.461399  4.989460  5.574227  0.00
H  -0.564221  -1.000890  2.201147  0.00
H  -3.522141  5.272460  -6.522843  0.00
C  5.094109  -3.481380  5.884087  0.00
H  4.844289  2.488120  6.370627  0.00
H  1.522179  5.668830  -3.999393  0.00
C  0.481389  0.772040  4.699177  0.00
H  -2.082521  4.582860  4.368977  0.00
C  2.788389  -6.167400  -5.360893  0.00
C  -6.715601  -6.022000  1.006117  0.00
C  1.688759  -3.880340  1.595897  0.00
H  -3.003621  -2.648650  2.811487  0.00
H  -5.057431  -4.044360  3.383517  0.00
C  -7.439731  -3.554280  1.417427  0.00
C  -1.522751  0.320130  -6.529863  0.00
H  0.235639  -1.887800  -4.421363  0.00
C  0.168119  -0.228110  0.212617  0.01
H  -0.790121  3.022740  2.262477  0.00
H  1.426159  -1.540430  3.712347  0.00
H  2.705219  -4.298200  -3.209133  0.00
H  2.028079  -3.319940  -0.542433  0.00
H  6.351989  2.211470  3.740847  0.00
H  4.325319  1.184140  -0.526563  0.00
H  -2.112441  -3.595660  -3.206523  0.00
H  -6.709721  -4.308820  -0.432983  0.00
C  0.026189  4.504130  -3.204553  0.01
H  0.609759  -0.470930  6.479007  0.00
C  2.157379  3.565050  0.017097  0.00
H  5.378679  0.992410  5.645397  0.00
H  0.824119  -6.189270  -4.792423  0.00
H  4.939529  4.161780  3.695827  0.00
N  -1.126251  -2.932510  4.913277  0.00
N  -3.181311  0.102080  -2.121503  0.02
H  4.087199  1.892270  4.872177  0.00
H  -2.335221  5.482070  -4.146493  0.00
H  0.924909  0.838460  3.705707  0.00
H  -1.696611  -1.088890  0.821267  0.00
C  0.507329  5.800300  -3.624053  0.00
H  -4.514691  -2.616900  -2.025553  0.00
N  5.263219  5.618930  6.517927  0.00
H  -0.612541  3.598210  4.347817  0.00
C  -0.399451  6.465180  -4.664773  0.00
H  4.819289  0.086710  1.735437  0.00
C  3.455839  -1.410490  -2.500403  0.00
C  -1.652511  3.642410  4.024397  0.00
N  -9.970581  -3.896500  0.874887  0.00
H  1.522419  6.286930  -0.824763  0.00
H  -6.416931  -0.186600  2.517547  0.00
C  5.026869  1.997870  5.414377  0.00
H  -4.619241  -2.004350  2.352297  0.00
C  3.179919  -5.903300  -0.276923  0.00
H  4.736209  -1.315550  4.273727  0.00
H  5.849919  1.454250  1.733837  0.00
C  -1.563401  3.744880  2.524477  0.00
H  1.596599  4.680240  1.846067  0.00
C  1.722909  -4.613830  -3.560633  0.00
H  4.207149  -4.216850  -0.777063  0.00
H  4.979069  -4.277040  3.710767  0.00
H  4.342089  -4.652370  0.915247  0.00
H  -4.250541  0.382920  1.532947  0.00
O  -0.278151  0.626970  -0.818613  0.06
H  -5.958541  -6.342440  1.721857  0.00
C  0.990879  5.927470  0.056347  0.00
H  -7.691111  -6.297930  1.406547  0.00
H  7.013399  2.659640  5.233607  0.00
Mn  -1.482921  1.513940  -2.358673  4.68
H  1.304739  -3.930630  -4.299863  0.00
C  -1.871421  6.466790  -4.204193  0.00
N  -2.512241  2.916980  -0.811953  0.02
H  -2.013681  6.807480  -3.178623  0.00
H  0.476829  6.475980  -2.769273  0.00
C  3.640149  -4.566250  0.085797  0.00
N  4.353399  -1.309700  7.177377  0.00
H  -7.243971  -2.494440  1.254597  0.00
H  -4.031511  -3.828380  4.706577  0.00
N  -3.124321  2.673770  -3.796873  0.02
H  -3.218431  2.493740  2.082047  0.00
H  6.554589  4.606660  3.774417  0.00
C  -3.427451  -0.982630  -1.761843  0.02
N  2.770009  -6.962770  -0.575533  0.00
H  4.971969  0.200490  -4.221923  0.00
H  3.744189  -6.022160  -4.857463  0.00
N  3.012659  3.876720  -2.430543  0.00
C  -3.780601  -2.313570  -1.279093  0.00
H  3.110589  -2.585380  0.525197  0.00
O  -0.848241  0.600440  -4.158993  0.07
C  -0.114371  -1.446050  -5.354343  0.00
H  2.160979  -0.014480  5.726717  0.00
N  -0.345111  3.456470  -2.787593  0.03
C  -6.527371  -4.512160  0.622237  0.00
C  -5.770481  -2.604160  4.940787  0.00
H  2.863309  5.332240  1.018037  0.00
C  -4.691951  -3.262630  4.049417  0.00
H  5.194249  -0.269780  -0.720733  0.00
H  1.140459  1.275730  1.464297  0.00
H  6.236459  -2.017730  3.789697  0.00
H  -3.005121  -4.176120  -0.907213  0.00
H  -5.249731  1.917430  3.300517  0.00
C  -1.874581  4.120280  -7.126013  0.00
C  1.395109  0.362900  0.925787  0.00
C  -6.382151  0.711220  1.900447  0.00
H  -1.627461  3.146790  -7.549503  0.00
C  1.746349  -6.004010  -4.241723  0.00
H  -0.583601  0.589540  4.555627  0.00
H  1.901999  -2.296060  5.238777  0.00
H  -5.204441  -0.293070  0.316817  0.00
H  0.533819  1.743610  5.190497  0.00
H  -7.302741  -3.582100  2.498417  0.00
H  -6.670211  -6.714780  0.165827  0.00
H  -6.492931  -3.289080  5.384687  0.00
H  -3.798101  4.385390  -8.019773  0.00
C  -7.149011  1.934590  4.042927  0.00
C  7.701659  1.044310  -0.917813  0.00
C  1.119929  -0.275050  5.535897  0.00
C  -5.152821  0.587800  0.956737  0.00
H  -5.075581  3.367570  -6.058893  0.00
C  -3.487321  2.920580  -4.863583  0.01
H  -3.957621  2.216870  -6.739703  0.00
H  -6.296961  -1.903240  4.293007  0.00
H  -1.936081  -3.021960  -0.245743  0.00
C  5.157759  -2.164840  3.736057  0.00
H  -2.210061  1.155900  -6.398763  0.00
H  1.322369  2.867580  -0.049083  0.00
C  -2.547991  -3.211480  -1.127643  0.00
H  2.247099  -4.206680  2.473307  0.00
H  -1.447521  4.063790  -6.124743  0.00
H  6.438379  -0.169160  1.206697  0.00
H  -6.365281  2.801760  2.226467  0.00
C  6.325289  1.587660  -1.099833  0.00
N  -7.820051  1.939230  4.958937  0.00
C  5.300509  0.740560  -0.325733  0.00
H  2.916539  2.991740  0.549167  0.00
H  -4.983781  1.525560  0.427447  0.00
N  2.694229  -4.451060  -7.377353  0.00
H  1.953299  1.149040  -4.247263  0.00
H  -0.897131  -4.141640  -2.100123  0.00
C  -8.842891  -3.715170  1.108027  0.00
H  4.745909  -4.356830  6.432217  0.00
C  5.773449  4.171390  4.397677  0.00
H  4.215479  1.387960  -5.210133  0.00
H  -0.704641  0.852520  -7.015003  0.00
C  5.622719  0.552680  1.164927  0.00
H  4.515199  1.791140  -3.574103  0.00
C  2.556799  -3.514530  0.390677  0.00
C  1.171039  -1.639040  4.767467  0.00
C  6.079139  2.704450  4.673917  0.00
C  -3.627541  -0.946910  3.804857  0.00
C  -0.907001  -0.504330  1.293397  0.00
C  4.193729  0.963520  -4.206403  0.00
C  2.457939  -0.369840  -2.782753  0.00
H  -0.970941  -2.410690  -2.400463  0.00
H  2.367379  0.319410  -1.943213  0.00
C  2.715199  -5.203420  -6.525613  0.00
H  -0.023161  7.469050  -4.861633  0.00
H  -1.361221  4.873700  -7.723443  0.00
H  -2.212191  2.745710  4.290477  0.00
H  1.811479  -6.758660  -3.457913  0.00
H  0.515009  -1.189130  -0.167143  0.00
H  6.119609  1.722560  -2.161723  0.00
N  8.748409  0.623300  -0.742473  0.00
H  -3.633301  4.201690  1.809197  0.00
C  -4.016181  3.181280  -6.235153  0.00
C  2.738899  0.420670  -4.046253  0.00
H  1.034299  -3.035780  1.811557  0.00
C  1.897559  4.869130  0.815617  0.00
C  -1.150861  -0.281730  -5.186983  0.01
H  -7.343591  0.688800  1.387397  0.00
H  -1.355731  0.438120  1.607287  0.00
H  -0.531341  -2.231150  -5.985103  0.00
C  4.693449  -3.465950  4.380587  0.00
H  -2.051381  -0.841000  -4.933243  0.00
H  1.029909  -4.668430  -2.721073  0.00
H  -2.560171  7.028810  -4.834953  0.00
H  -5.357341  -2.005840  5.752847  0.00
H  1.536019  -0.933790  -2.924573  0.00
C  -2.848381  3.451210  1.715437  0.00

Forces on atoms 1 to 2 (eV/Å):
H 0.2293 0.2566 0.0857
H 0.0337 0.2035 0.6715

Its spin multiplicity is 6. Its expectation value of S² is 8.7540. Its LUMO energy (spin up / spin down) is 0.0020 / 0.0020 Ha. As for the total charge: 0.